# C16H20BeF12N3O17

C16H20BeF12N3O17 as an isolated structure (ωB97M-V/def2-TZVPD, the OMol25 dataset).

```
69
Properties=species:S:1:pos:R:3:forces:R:3
Be -0.120664 -0.339189 -0.441729 -0.38 1.28 -0.56
N 1.808883 -3.216892 0.547024 0.68 1.20 -1.02
O 0.998732 -2.576099 -0.100322 0.69 -0.05 -0.98
O 1.497403 -3.616116 1.625604 0.09 -1.13 1.67
O 2.996051 -3.440168 0.168515 -1.56 0.33 0.12
N -1.515172 -0.574174 -3.212895 -0.59 -0.14 2.50
O -2.086309 -0.404410 -2.108042 -3.25 1.56 1.74
O -0.390338 -0.963693 -2.957848 5.21 -1.22 -1.64
O -2.015274 -0.415253 -4.300469 0.08 0.00 -0.04
N 1.271794 0.475839 2.121765 0.41 2.47 -2.13
O 0.691537 -0.586915 2.075428 -1.47 -2.91 -0.47
O 1.155109 1.241921 1.099731 -0.89 -0.67 -1.35
O 1.948740 0.848713 3.026651 0.95 0.11 1.89
C 3.135376 4.612563 -1.195807 -0.27 0.48 -0.83
C 2.009345 3.624404 -0.971588 -0.34 -0.48 0.13
O 1.269134 3.611531 -2.249903 -1.59 -0.79 0.08
C 0.165588 2.838457 -2.405406 2.18 -1.54 3.35
O -0.206100 1.948016 -1.620988 0.82 2.00 -1.69
C -0.548534 3.082467 -3.718305 3.04 -0.66 0.10
F 0.206593 2.440014 -4.685759 -0.61 1.35 0.43
F -1.660457 2.541749 -3.644687 -4.49 -3.05 -0.14
F -0.808031 4.333884 -3.939437 1.15 2.22 -1.06
H 3.900539 4.206983 -1.857719 0.41 -0.39 0.63
H 3.507326 5.122705 -0.307269 0.20 -0.59 0.08
H 2.800215 5.423589 -1.842343 -0.60 0.18 0.20
H 1.338351 3.825994 -0.136589 -0.29 0.75 -0.29
H 2.298616 2.615086 -0.678852 0.41 -0.16 -0.65
C 6.072271 -0.625376 0.334929 1.30 0.01 0.40
C 4.718153 -0.132800 -0.026323 0.33 -0.22 0.48
O 4.566866 -0.528146 -1.381486 -3.27 0.48 -2.22
C 3.315540 -0.463645 -1.946267 -2.19 0.37 2.62
O 2.245608 -0.031175 -1.389026 4.31 -1.80 -1.96
C 3.315260 -1.144106 -3.389243 0.33 3.66 0.53
F 2.870276 -0.230512 -4.262380 -0.24 0.64 -0.05
F 4.530875 -1.431016 -3.754618 1.47 -0.79 -0.13
F 2.548556 -2.144622 -3.476682 -1.53 -2.60 0.45
H 6.428247 -0.033815 1.178401 -0.21 -0.77 0.72
H 6.916610 -0.489571 -0.340908 -0.54 0.29 -0.78
H 5.967711 -1.704529 0.447156 0.51 0.07 0.71
H 4.595760 0.934129 0.160144 -0.36 -0.05 -0.42
H 4.054650 -0.743449 0.586027 -0.59 0.57 -0.03
C -6.313427 1.267448 -0.853416 2.10 -0.30 0.98
C -4.790759 1.411376 -0.665015 1.17 0.73 -1.11
O -4.454324 1.515894 0.755260 -0.13 -0.14 2.28
C -3.264259 1.210190 1.308427 0.51 -0.66 -4.03
O -2.351721 0.808482 0.590150 -0.41 0.28 1.81
C -3.098519 1.502290 2.836688 -2.11 -1.46 -0.78
F -2.665913 0.364227 3.489063 -0.32 1.75 -0.71
F -2.284277 2.507230 2.991593 0.63 0.11 0.53
F -4.326193 1.834754 3.312132 1.09 -0.27 0.31
H -6.450503 0.257544 -0.466877 -1.13 0.24 0.18
H -6.617314 1.320010 -1.898876 0.25 0.09 0.12
H -6.688641 2.103096 -0.262649 -0.82 -0.49 0.00
H -4.447167 2.358906 -1.080012 0.01 0.12 -0.05
H -4.165248 0.662183 -1.150366 -0.18 -0.32 0.23
C -1.980216 -2.583811 4.950409 0.39 -0.63 0.21
C -1.039635 -2.547287 3.757327 0.27 0.99 0.32
O -1.458636 -3.536588 2.821253 -1.04 -1.34 -0.51
C -1.711089 -3.393660 1.553191 0.16 2.06 -0.43
O -1.619556 -2.349602 0.916890 -0.28 -1.65 0.43
C -2.007219 -4.797175 0.910546 -3.54 1.74 0.04
F -2.436891 -5.730672 1.750302 0.19 0.13 0.31
F -3.029486 -4.670452 -0.039686 1.76 -0.03 1.03
F -0.912070 -5.169624 0.375322 2.04 -1.12 -1.57
H -1.921974 -1.679826 5.556625 0.30 -0.04 -0.07
H -1.710631 -3.450571 5.553851 -0.34 0.06 0.25
H -3.022263 -2.674064 4.643660 0.08 -0.06 -0.20
H -0.025531 -2.915544 3.912505 0.04 0.61 0.80
H -1.001373 -1.517124 3.403219 0.03 -0.42 -0.79
```
Forces are in eV/Å.

- HOMO energy (spin up / spin down) (eV) = -9.0 / -9.0
- maximum force (Eh/bohr) = 0.109
- calculated total energy (eV) = -89188.4160
- E_LUMO (spin up / spin down) (eV) = -2.04 / -5.39
- energy relative to the best compared isomer or geometry (same formula, charge and spin) (kJ/mol) = 55.7
- 2S+1 = 2